{"formula": "C17H26N2O9", "method": "ωB97M-V/def2-TZVPD", "species": ["O", "C", "O", "C", "C", "O", "H", "H", "H", "H", "O", "C", "O", "C", "C", "O", "H", "H", "H", "H", "O", "C", "O", "C", "C", "O", "H", "H", "H", "H", "C", "C", "C", "C", "N", "H", "H", "H", "H", "H", "H", "H", "C", "C", "C", "C", "N", "H", "H", "H", "H", "H", "H", "H"], "xyz": [[3.1243, -1.1217, -2.3743], [2.3423, -0.3919, -2.8638], [2.3157, 0.9527, -2.5807], [1.2548, 1.5265, -3.3418], [0.8581, 0.4651, -4.3251], [1.3589, -0.7104, -3.7050], [0.3211, 1.6834, -2.7877], [1.5463, 2.4794, -3.7726], [1.3037, 0.5832, -5.3229], [-0.1930, 0.2958, -4.5579], [4.3022, 1.4562, 8.0766], [3.8923, 1.7712, 7.0125], [2.5969, 1.9712, 6.7397], [2.4020, 2.2885, 5.3693], [3.8212, 2.1054, 4.7494], [4.6489, 1.9858, 5.9252], [1.6673, 1.6111, 4.9514], [2.1665, 3.3452, 5.2546], [4.1763, 2.9769, 4.2150], [3.8898, 1.1221, 4.2875], [-6.9640, 1.5141, -1.8521], [-5.9478, 1.2293, -1.3007], [-5.1600, 2.0876, -0.6172], [-4.0686, 1.3995, -0.0532], [-4.1842, -0.0379, -0.5621], [-5.4484, -0.0308, -1.2214], [-3.0649, 1.7865, -0.2260], [-4.1982, 1.4217, 1.0358], [-4.2050, -0.7712, 0.2396], [-3.3983, -0.2174, -1.2974], [-0.3339, -3.0183, -1.4511], [-1.0495, -2.5093, -2.6910], [-2.4461, -3.0991, -2.9429], [-3.2707, -3.4110, -1.7619], [-3.8912, -3.6994, -0.8443], [-0.0895, -4.0746, -1.5945], [-0.9879, -3.0319, -0.5761], [0.5577, -2.4732, -1.1574], [-0.5895, -2.6204, -3.6737], [-1.2330, -1.4320, -2.6113], [-2.4100, -4.1042, -3.3926], [-3.0451, -2.5635, -3.6803], [1.9292, -1.1791, 1.0147], [1.9343, 0.2274, 1.6111], [1.3424, 1.3161, 0.6995], [0.0823, 0.8292, 0.0798], [-0.8915, 0.4190, -0.3593], [2.4540, -1.2483, 0.0574], [0.9302, -1.5688, 0.8016], [2.3750, -1.9440, 1.6530], [2.9839, 0.4307, 1.8312], [1.4123, 0.1758, 2.5670], [2.0028, 1.6934, -0.0751], [1.0773, 2.1083, 1.4016]], "forces_ev_per_a": [[0.49, -0.84, 0.32], [-0.16, 1.08, 0.42], [-0.53, -0.15, -0.52], [-1.47, 0.72, 0.13], [0.36, -0.54, -1.70], [0.15, -0.63, -0.35], [0.61, 0.24, 0.87], [0.27, -0.11, -0.08], [0.39, -0.09, 0.28], [-0.14, 0.35, 0.67], [0.23, -0.04, 0.34], [0.23, 0.02, 0.18], [-0.80, -0.01, -0.19], [1.28, 0.49, -0.40], [-0.39, -0.82, 1.57], [0.20, 0.17, -0.33], [-0.19, 0.16, -0.09], [-0.66, -0.09, 0.21], [-0.04, -0.27, -0.52], [0.16, 0.39, -0.79], [0.41, 0.07, 0.11], [-0.29, -0.55, 0.13], [0.14, 0.50, -0.69], [0.44, -0.83, 1.76], [-0.03, 0.59, -0.32], [-0.31, 0.13, -0.27], [-0.38, 0.53, -0.60], [-0.05, 0.05, -0.10], [0.16, -0.13, -0.21], [-0.08, -0.41, 0.15], [-0.23, -0.97, -0.18], [-1.24, 1.12, -0.28], [-0.66, -1.69, 0.15], [0.39, 0.77, -0.35], [-0.24, -0.08, 0.40], [0.32, 0.05, 0.00], [-0.20, 0.32, -0.14], [0.10, 0.08, -0.42], [0.79, -0.22, 0.40], [0.26, 0.05, 0.24], [0.55, 0.12, -0.11], [0.10, 0.45, 0.25], [-0.27, -0.67, -0.60], [0.66, -1.26, -0.29], [-0.85, -0.44, 0.78], [0.99, 0.49, 0.47], [-0.42, -0.13, -0.32], [0.15, 0.27, 0.08], [-0.14, 0.34, 0.17], [0.16, 0.33, 0.25], [-0.08, 0.49, 0.02], [-0.17, 0.30, -0.04], [0.14, -0.14, -0.01], [-0.08, 0.43, -0.49]], "mulliken_charge": [-0.534, 0.686, -0.355, -0.151, -0.398, -0.322, 0.140, 0.377, 0.245, 0.273, -0.504, 0.618, -0.348, -0.259, -0.204, -0.377, 0.239, 0.282, 0.350, 0.206, -0.532, 0.607, -0.349, -0.070, 0.185, -0.380, 0.158, 0.194, 0.310, -0.177, -1.058, 0.385, -0.744, 0.222, -0.529, 0.409, 0.397, -0.003, 0.301, -0.133, 0.398, 0.388, -1.239, -0.039, -0.453, 0.098, -0.310, 0.211, 0.237, 0.453, 0.247, 0.151, 0.356, 0.342], "homo_ev": -10.917, "e_lumo_ev": -0.04, "charge": 0, "smiles": "O=C1OCCO1.O=C1OCCO1.O=C1OCCO1.CCCC#N.CCCC#N", "gap_ev": 10.880}

***

{"formula": "C3H9NO2", "method": "ωB97M-V/def2-TZVPD", "species": ["C", "C", "N", "O", "H", "H", "H", "H", "H", "C", "O", "H", "H", "H", "H"], "xyz": [[-0.2763, -1.3399, -2.2835], [0.2422, -0.8314, -1.0040], [-0.0918, -1.3942, 0.1747], [0.8660, 0.2243, -0.9567], [0.3146, -0.9792, -3.1218], [-1.2816, -0.9161, -2.3736], [-0.2162, -2.4303, -2.3676], [0.1656, -0.8873, 1.0125], [-0.7401, -2.1494, 0.3036], [0.0322, 2.0098, 1.4621], [0.7683, 1.0770, 2.2854], [-1.0404, 2.0948, 1.6120], [0.5319, 2.9660, 1.6030], [0.2683, 1.6051, 0.4740], [0.4574, 0.9508, 3.1799]], "forces_ev_per_a": [[-0.01, -0.85, -0.81], [0.59, 2.01, 0.95], [-0.38, -0.81, 0.64], [0.33, -0.30, -0.61], [0.08, 0.37, 0.23], [-0.05, -0.52, -0.19], [-0.63, 0.09, 0.21], [0.17, 0.14, -0.18], [0.02, -0.14, -0.37], [1.41, -0.46, 0.03], [-0.27, -0.65, -0.18], [-0.08, -0.26, 0.35], [-0.35, 0.34, -0.21], [-0.41, 0.57, -0.04], [-0.41, 0.46, 0.17]], "mulliken_charge": [-0.998, 0.686, -0.359, -0.666, 0.295, 0.255, 0.337, 0.252, 0.183, -0.388, -0.532, 0.251, 0.246, 0.155, 0.282], "homo_ev": -9.561, "e_lumo_ev": 0.85, "charge": 0, "smiles": "CC(N)=O.CO", "gap_ev": 10.412}

***

{"formula": "C3H7N3O", "method": "ωB97M-V/def2-TZVPD", "species": ["H", "N", "C", "N", "C", "N", "H", "O", "C", "H", "H", "H", "H", "H"], "xyz": [[2.5785, 0.6393, 0.4758], [2.6858, -0.2616, 0.0793], [1.5321, -0.6933, -0.2284], [0.3481, -0.0738, -0.1120], [0.2227, 1.3088, -0.1331], [-0.9322, 1.8160, -0.1410], [-0.8174, 2.8042, -0.1798], [-0.6985, -0.7428, -0.6894], [-1.6840, -1.1269, 0.2595], [1.4195, -1.6499, -0.8046], [1.1869, 1.8004, -0.0254], [-1.1988, -1.8213, 0.9658], [-2.1663, -0.2659, 0.7505], [-2.4764, -1.7332, -0.2173]], "forces_ev_per_a": [[0.37, 1.17, 0.86], [-0.35, -1.05, -0.44], [1.90, -2.01, -1.61], [-1.36, 1.10, 0.27], [-0.40, -0.59, 0.83], [0.29, -0.18, -0.33], [-0.21, 1.06, 0.04], [-0.80, -0.37, -0.81], [-0.31, -0.76, 0.88], [0.18, 0.63, 0.90], [-0.11, 0.32, -0.25], [-0.26, 0.46, 0.19], [0.45, -0.30, -0.16], [0.60, 0.53, -0.36]], "mulliken_charge": [0.213, -0.646, 0.129, 0.033, -0.039, -0.534, 0.246, -0.274, -0.484, 0.357, 0.250, 0.245, 0.242, 0.261], "homo_ev": -9.449, "e_lumo_ev": 0.89, "charge": 0, "smiles": "[H]/N=C\\N(/C=N/[H])OC", "gap_ev": 10.335}

***

{"formula": "C5H8NP", "method": "ωB97M-V/def2-TZVPD", "species": ["C", "C", "C", "C", "C", "N", "P", "H", "H", "H", "H", "H", "H", "H", "H"], "xyz": [[0.7923, 0.8990, 0.8926], [0.5477, -1.3064, -1.4233], [-0.1425, -1.9428, -0.2537], [-0.3333, 0.4774, 0.1726], [-0.6132, -0.5862, -0.7741], [-1.4150, 1.5237, 0.3033], [-0.2772, 2.2722, 1.1562], [1.4676, -0.8643, -0.9968], [0.3507, -1.6721, -2.3451], [-0.6223, -2.8581, -0.5200], [0.4043, -2.0830, 0.7308], [1.5893, 0.3522, 1.3207], [-1.5809, -0.2885, -1.3174], [-0.5080, 2.5353, 2.4487], [0.3404, 3.5417, 0.6054]], "forces_ev_per_a": [[0.50, 2.33, 1.34], [0.92, 2.20, 4.25], [-0.05, -1.21, 0.24], [-4.69, -1.39, -3.34], [-0.75, 0.38, 0.32], [1.63, -1.22, 0.36], [3.01, 1.61, -1.10], [0.03, -0.30, -1.69], [0.28, -1.11, -2.76], [-0.78, -0.37, -0.01], [-0.75, 0.76, -1.29], [0.59, -0.27, 0.57], [1.47, -1.39, 0.75], [-0.45, 0.88, 1.60], [-0.95, -0.89, 0.76]], "mulliken_charge": [-0.698, -0.640, -0.650, 0.422, 0.115, -0.622, 0.180, 0.187, 0.359, 0.297, 0.178, 0.430, 0.347, 0.043, 0.051], "homo_ev": [-4.613, -9.385], "e_lumo_ev": [0.86, -1.56], "charge": 0, "multiplicity": 3, "gap_ev": [5.474, 7.824]}

***

The E results, record by record, are as follows: -39457.3521, -8841.8418, -9739.4080, -16085.5422 eV.
The ΔE to the lowest compared entry with this formula, charge and spin results, record by record, are as follows: 0.0, 107.4, 349.8, 420.8 kJ/mol.